1.
This record from OMol25 describes 22 unconnected molecules or ions with the total composition H44O22. The level of theory is the ωB97M-V functional and the def2-TZVPD basis.

Relative energy (zero: lowest compared OMol25 entry of this formula, charge and spin) in eV: 3.056
Lowest unoccupied orbital energy in eV: -0.5
Max |F| in eV/A: 1.2
Gap between HOMO and LUMO in eV: 9.541
Total charge: 0

XYZ file:
```
66
Properties=species:S:1:pos:R:3:lowdin_charge:R:1
O -1.867 4.676 0.039 -0.05
H -1.385 3.898 0.320 0.01
H -1.225 5.191 -0.451 0.06
O -2.869 -1.151 1.547 -0.03
H -3.320 -1.869 1.103 0.06
H -1.939 -1.351 1.442 0.02
O 0.260 3.177 1.181 -0.04
H 0.846 3.224 1.936 0.04
H 0.536 2.390 0.711 0.00
O 1.762 -4.340 2.713 -0.04
H 2.109 -4.622 1.867 0.00
H 1.625 -5.153 3.200 0.06
O 1.366 -2.385 -1.228 -0.05
H 1.036 -3.283 -1.190 0.07
H 0.605 -1.860 -1.475 0.00
O -4.295 3.688 0.017 -0.07
H -4.569 4.590 0.183 0.03
H -3.338 3.725 0.014 -0.04
O 0.325 -2.029 2.079 -0.04
H 0.937 -2.763 2.027 -0.01
H 0.412 -1.706 2.975 0.03
O 1.211 0.168 3.985 -0.03
H 1.893 0.718 4.372 0.05
H 0.467 0.759 3.865 -0.01
O 4.843 -2.406 1.940 -0.07
H 4.221 -2.970 1.480 -0.03
H 4.505 -1.520 1.810 -0.03
O -3.271 3.994 -2.910 -0.05
H -2.992 4.896 -2.758 0.03
H -2.521 3.462 -2.643 0.01
O -3.662 -1.450 -2.637 -0.02
H -3.559 -2.400 -2.581 0.07
H -3.943 -1.291 -3.538 0.07
O -5.120 -0.722 -0.466 -0.06
H -4.586 -0.756 -1.260 -0.03
H -4.579 -0.250 0.167 0.01
O -2.215 -0.122 3.917 -0.06
H -2.510 -0.392 3.047 -0.03
H -1.662 0.643 3.756 -0.03
O 0.248 0.399 0.122 -0.04
H -0.285 -0.034 -0.545 0.00
H 0.574 -0.315 0.670 0.01
O 1.264 -2.050 -4.347 -0.05
H 2.143 -2.406 -4.217 0.04
H 0.909 -1.957 -3.463 -0.03
O 3.364 -4.246 0.347 -0.02
H 2.873 -3.696 -0.264 0.03
H 3.800 -4.891 -0.209 0.08
O 3.578 -0.026 2.008 -0.03
H 2.751 -0.195 2.459 0.01
H 3.525 0.894 1.747 0.05
O -0.670 -0.768 -2.292 -0.03
H -1.548 -0.712 -2.670 0.05
H -0.233 0.034 -2.582 0.02
O 0.444 1.927 -3.155 -0.02
H 0.730 2.753 -2.765 0.06
H 0.478 2.084 -4.099 0.04
O -0.856 2.098 4.428 -0.03
H -1.192 2.084 5.325 0.08
H -1.229 2.892 4.045 0.07
O 2.763 -0.151 -1.869 -0.04
H 2.279 0.525 -1.394 0.01
H 2.508 -0.971 -1.446 -0.02
O 3.122 1.557 -4.825 -0.05
H 2.761 0.896 -4.236 0.00
H 2.369 1.868 -5.328 0.02
```

2.
This record from OMol25 describes 13 unconnected molecules or ions with the total composition H26O13. The level of theory is the ωB97M-V functional and the def2-TZVPD basis.

Relative energy (zero: lowest compared OMol25 entry of this formula, charge and spin) in eV: 2.935
Lowest unoccupied orbital energy in eV: -0.1
Max |F| in eV/A: 0.4
Gap between HOMO and LUMO in eV: 11.052
Total charge: 0

XYZ file:
```
39
Properties=species:S:1:pos:R:3:lowdin_charge:R:1
O 13.757 -3.115 10.531 -0.05
H 14.298 -2.531 9.998 0.02
H 13.054 -3.392 9.944 0.02
O 11.942 -1.654 4.106 -0.05
H 12.316 -1.599 3.226 0.03
H 12.048 -0.774 4.467 0.02
O 6.478 1.051 12.572 -0.05
H 7.424 1.094 12.716 0.02
H 6.116 0.824 13.428 0.03
O 13.753 3.474 9.270 -0.05
H 13.722 2.775 9.923 0.03
H 14.257 4.172 9.690 0.03
O 12.217 2.501 5.409 -0.05
H 12.680 2.786 6.197 0.02
H 12.651 2.966 4.694 0.03
O 10.322 -0.138 9.140 -0.05
H 9.586 -0.032 8.538 0.02
H 11.096 0.036 8.605 0.02
O 9.919 3.628 12.461 -0.05
H 10.442 4.403 12.668 0.03
H 9.712 3.720 11.532 0.03
O 15.705 -1.382 7.206 -0.05
H 16.387 -0.720 7.314 0.03
H 15.242 -1.123 6.410 0.02
O 12.998 0.824 12.692 -0.05
H 12.143 1.228 12.839 0.02
H 12.799 -0.080 12.450 0.03
O 10.583 -4.510 7.451 -0.05
H 10.851 -3.970 6.708 0.02
H 11.026 -5.347 7.311 0.03
O 6.916 0.407 6.476 -0.05
H 6.975 1.147 5.871 0.03
H 6.150 -0.085 6.179 0.03
O 6.719 -3.014 9.286 -0.05
H 7.610 -3.301 9.086 0.03
H 6.773 -2.058 9.304 0.02
O 8.995 -2.577 13.236 -0.05
H 9.391 -2.489 12.369 0.03
H 8.091 -2.285 13.118 0.02
```